(1)
This record from the Open Molecules 2025 dataset describes C23H13AsCl5F6N2O3Pd as an isolated structure. The level of theory is ωB97M-V/def2-TZVPD.

```
54
Properties=species:S:1:pos:R:3:forces:R:3
Cl -0.6229 -4.7540 -5.7740 0.0 0.0 0.0
Pd 1.0399 -0.2287 -0.9167 0.0 0.3 -0.4
H -2.6614 2.7533 0.9774 0.0 0.0 0.0
N -0.6207 1.2524 0.1610 0.0 0.0 -0.1
C -1.0665 0.0164 2.0848 0.0 0.0 0.0
C -1.2960 3.5838 -2.5655 -0.1 0.0 0.0
Cl 4.2776 -3.0196 -4.3007 0.0 0.0 0.0
Cl 2.4661 -4.8432 -6.0256 0.0 -0.1 0.0
F 3.9428 1.1551 1.9814 0.0 0.0 0.0
H -0.7032 2.1653 3.6921 0.0 0.0 0.0
C 2.5950 -2.9578 -4.1236 -0.1 -0.1 -0.1
C 0.3463 -3.7488 -4.8052 0.0 0.0 0.0
C -2.3120 2.9873 -0.0189 0.0 0.0 0.0
C -1.2197 2.2492 -0.5430 -0.1 -0.2 -0.1
F 1.7613 -1.3831 1.1652 0.1 0.0 0.1
H -1.4037 -3.3373 4.0259 0.0 0.0 0.0
F 3.6188 -1.2349 2.8642 0.0 0.0 0.0
C -2.8804 3.9850 -0.7513 0.0 0.0 0.1
Cl 2.9914 -1.0769 -2.2339 -0.3 0.0 0.1
C -0.9750 -1.2131 5.5651 0.0 0.0 0.0
C -0.2309 -2.8876 -3.8976 0.1 0.0 0.0
H -0.9326 3.8529 -3.5446 0.0 0.0 0.0
C -0.7070 2.5546 -1.8385 0.1 0.0 0.0
C 1.7538 -3.8011 -4.9312 0.1 0.1 0.1
H -1.5140 -3.4327 1.5736 0.0 0.0 0.0
C -0.9880 0.0417 3.5138 0.0 0.0 -0.1
H 0.1141 2.0003 -4.3513 0.0 0.0 0.0
As 2.9677 -0.1968 1.7144 -0.2 0.0 0.0
H -0.6558 -0.0611 7.3429 0.0 0.0 0.0
C 0.5958 -2.0397 -3.0640 0.1 -0.1 -0.2
C -1.3054 -2.4300 3.4413 0.0 0.0 0.0
C 2.0173 -2.1136 -3.2248 -0.1 0.0 0.0
H 1.2705 3.1467 -3.5901 0.0 0.0 0.0
C 0.8730 2.1336 -3.5820 0.0 0.0 0.1
Cl -1.9000 -2.7781 -3.6952 -0.1 0.0 0.0
H -0.4753 2.0943 6.1553 0.0 0.0 0.0
H -3.7053 4.5608 -0.3578 0.0 0.0 0.0
C -0.6477 1.1836 5.5993 0.0 0.0 0.0
H -2.8059 5.0760 -2.6034 0.0 0.0 0.0
C -1.0960 -1.1922 4.1860 0.0 0.0 0.0
H 1.6826 1.4254 -3.7253 0.0 0.0 0.0
C -1.3681 -2.5023 2.1032 0.0 0.1 0.0
C -0.7497 -0.0311 6.2657 0.0 0.0 0.0
O -1.2147 -1.2218 0.1047 0.0 -0.2 0.0
C -0.7693 1.2242 4.2222 0.0 0.0 0.1
N -0.9674 1.0696 1.3493 0.2 0.1 0.1
O 0.0246 -1.2593 -2.2456 0.0 0.1 0.0
F 3.9707 -0.7228 0.4278 0.0 0.0 0.0
O 0.3191 1.8291 -2.2844 0.0 0.0 0.0
F 2.0839 0.8671 0.3425 0.2 0.0 0.1
F 1.7446 0.4322 2.7434 0.0 0.0 0.0
H -1.0507 -2.1521 6.0978 0.0 0.0 0.0
C -1.2490 -1.2955 1.3188 0.0 0.0 0.0
C -2.3628 4.2754 -2.0248 0.0 0.0 -0.1
```
Positions in Å, forces in eV/Å.

Spin multiplicity   2
E   -6482.70468 hartree
Highest occupied orbital energy (spin up / spin down)   -14.513 / -14.513 eV
Total charge   +2
Gap between HOMO and LUMO (spin up / spin down)   6.04 / 5.54 eV



(2)
This record from the Open Molecules 2025 dataset describes C23H13Br2IrN3O4 as an isolated structure. The level of theory is ωB97M-V/def2-TZVPD.

```
46
Properties=species:S:1:pos:R:3:forces:R:3
C 1.2755 -2.4158 -4.0400 0.0 -0.1 0.0
O 2.1475 0.4961 -0.1922 0.4 1.2 -0.9
H -4.5542 0.2686 -2.6767 0.0 0.0 0.0
Ir 0.0879 0.8335 -0.6167 1.1 -1.0 1.2
H 4.6562 1.0158 -0.0966 0.0 0.0 0.0
C 0.6732 0.2251 2.2778 0.1 0.0 0.2
C -4.5933 -0.0376 -0.5567 0.0 0.0 0.0
C -3.8133 -0.1286 0.6209 -0.1 0.0 0.0
C 2.0964 0.5111 2.1653 -0.2 0.2 -0.1
C 2.8211 0.6434 3.3210 0.1 0.0 0.1
H -1.5207 -0.4790 3.7318 0.0 0.0 0.0
H -5.6658 -0.1728 -0.4928 0.0 0.0 0.0
H 2.3461 0.5216 4.2869 0.0 0.0 0.0
O 2.2002 1.8030 -3.6827 -0.1 0.0 -0.2
C 2.7698 0.6568 0.8903 -0.3 -0.3 0.2
H 0.3264 0.1119 3.3007 0.0 -0.1 0.0
O 0.4049 1.8179 -2.3155 0.4 0.1 -0.5
C -3.5233 -0.5222 2.9805 0.0 0.1 0.0
H -5.4221 -0.5214 2.0040 0.0 0.0 0.0
C 4.8712 1.0792 2.0311 0.0 0.0 0.0
C -2.6037 0.4120 -1.7925 -0.1 -0.1 0.0
H 1.9785 -0.6083 -5.0093 0.0 0.0 0.0
C -3.9901 0.2127 -1.7573 0.0 -0.1 0.0
C -2.4290 0.0600 0.5083 0.1 -0.1 -0.1
H -3.9321 -0.7409 3.9569 0.0 0.0 0.0
O -0.8854 3.4056 0.6152 0.4 0.3 -0.1
Br 5.1275 1.1571 4.8365 0.1 0.0 0.2
N 0.5896 -0.7395 -1.9608 -0.5 -0.7 0.3
N -1.8581 0.3479 -0.7015 -0.5 0.9 -0.9
C -2.1307 -0.3584 2.8471 0.0 -0.1 0.1
C 1.1585 -0.2517 -3.0813 0.1 -0.2 0.1
H 0.5204 -3.9877 -2.7700 0.0 0.0 0.0
C 0.3856 -2.0611 -1.8611 0.1 0.3 -0.1
H 1.5373 -3.0812 -4.8520 0.0 0.0 0.0
C 4.2017 0.9441 3.2734 -0.2 0.0 -0.2
C 0.7082 -2.9303 -2.8838 0.0 -0.1 -0.1
Br -0.3500 -2.7372 -0.2734 0.0 0.0 0.0
C -4.3513 -0.4051 1.8982 0.0 0.0 0.0
H -2.0896 0.6317 -2.7193 0.0 0.1 0.0
C 1.3404 1.2430 -3.0762 -0.3 0.2 0.2
C -0.3670 2.5219 0.1531 -0.8 -0.3 0.3
C 4.1812 0.9248 0.8713 0.0 -0.1 0.0
N -0.1898 0.1500 1.3319 -0.3 -0.1 0.2
C -1.5825 -0.0625 1.6258 0.1 0.0 0.0
C 1.5174 -1.0562 -4.1404 0.1 0.1 0.1
H 5.9293 1.3029 2.0210 0.0 0.0 0.0
```
Positions in Å, forces in eV/Å.

Spin multiplicity   2
E   -6601.37845 hartree
Highest occupied orbital energy (spin up / spin down)   -14.752 / -14.993 eV
Total charge   +2
Gap between HOMO and LUMO (spin up / spin down)   7.39 / 5.82 eV



(3)
This record from the Open Molecules 2025 dataset describes C23H13Br4MoN3O4SSe as an isolated structure. The level of theory is ωB97M-V/def2-TZVPD.

```
50
Properties=species:S:1:pos:R:3:forces:R:3
C 1.4977 3.7929 1.6485 -0.4 -1.1 -1.8
C 3.5389 0.8143 -2.9370 0.5 0.1 -0.6
H -1.9180 0.3536 5.1590 -0.8 -0.3 0.9
C 0.6897 3.9839 3.9013 -0.2 -0.9 -0.7
H -0.7967 -5.3766 -1.1031 0.2 -1.4 -0.3
H -3.6214 -5.1884 -2.4544 0.4 -0.3 1.4
C -1.1836 0.1154 3.1828 0.6 1.6 0.3
H -3.7924 -2.3445 -0.7142 0.4 -0.6 0.1
Se -0.4387 4.6772 -1.1972 0.0 -0.3 -0.4
H -2.9376 -6.1392 -0.9769 -0.5 0.2 -0.5
N -1.6397 2.0865 -0.2142 -1.1 -0.3 0.1
H 1.8208 5.5194 2.8629 0.0 -0.1 0.0
O 2.3161 1.6985 -1.1051 -0.9 -1.2 -1.7
S 0.6584 -1.3493 0.8871 -0.5 1.3 -1.1
Br 2.3422 -1.0635 -6.3600 -0.2 0.0 -0.4
H -0.9988 2.5197 5.6655 0.6 -0.2 -1.3
H -2.2008 -0.7123 -0.0870 0.8 -1.8 0.1
C 1.0484 0.1598 -4.1887 0.5 -0.1 -1.5
H -4.3543 -5.0454 -0.8407 -0.9 -0.2 0.4
C -1.1400 -4.4360 -0.8038 0.7 2.2 0.5
O -0.0957 1.0256 -2.3757 2.4 -0.5 0.4
C -0.7489 2.0757 4.6622 -1.6 -1.8 0.9
C -0.9726 3.0305 -0.7153 -1.6 2.5 0.7
O 0.7659 -2.0357 2.1337 0.3 0.4 0.7
C 2.2792 -0.0575 -4.7995 -0.4 -0.6 -0.4
C 0.0583 2.6969 3.6851 0.4 0.4 0.9
Br -0.6684 -0.0767 -5.0567 1.3 -0.1 0.6
O 1.8361 -1.2006 0.0558 -0.3 0.3 0.3
C 3.5260 0.3117 -4.2106 -0.5 0.4 0.0
H 0.8435 -3.7926 -0.2751 0.4 -0.4 0.1
C -1.8481 -1.7947 -0.2116 0.5 1.3 0.7
C -0.1931 -3.5295 -0.3490 0.1 0.2 -0.1
C 1.0803 0.7488 -2.9523 -2.2 1.0 1.4
C -2.7733 -2.7463 -0.5775 -1.9 1.4 -0.8
H -1.6878 -0.8264 3.0393 0.1 -0.1 -0.2
C -0.5233 -2.2225 -0.0062 -1.7 -0.7 -0.8
H 0.5882 4.4260 4.9220 0.1 -0.1 -1.2
Br 5.0944 0.3264 -5.2545 -0.2 -0.3 0.0
C 1.3660 4.5382 2.8177 -0.3 -0.4 1.6
Mo 0.2259 1.6447 -0.4635 2.5 -0.9 1.2
Br 5.2212 1.0826 -2.1664 -0.3 0.4 0.8
C -0.3875 0.6974 2.2039 0.2 0.8 2.3
N -0.1547 0.1186 0.9928 1.6 -0.2 -1.6
C 0.2740 1.9838 2.4923 -0.3 -0.5 -1.2
H 1.9041 4.2583 0.7373 0.1 -0.3 0.6
N 1.0282 2.5422 1.4532 -1.1 0.8 1.0
C -2.4589 -4.0343 -0.9019 -0.4 -3.0 -0.6
C 2.3155 1.1417 -2.2757 1.0 -0.3 0.9
C -3.4272 -5.2197 -1.3319 1.2 2.0 -0.8
C -1.3573 0.8213 4.4033 1.7 1.7 -0.9
```
Positions in Å, forces in eV/Å.

Spin multiplicity   3
E   -14513.26602 hartree
Highest occupied orbital energy (spin up / spin down)   -7.999 / -7.745 eV
Total charge   0
Gap between HOMO and LUMO (spin up / spin down)   6.86 / 4.54 eV



(4)
This record from the Open Molecules 2025 dataset describes C23H13F5KN5O4 as an isolated structure. The level of theory is ωB97M-V/def2-TZVPD.

```
51
Properties=species:S:1:pos:R:3:forces:R:3
H -2.1173 1.1002 5.2443 0.0 0.0 0.0
H 1.8977 -0.3721 4.9616 0.0 0.0 0.0
N 1.3545 0.3304 -1.7072 0.0 0.1 0.0
C 3.4899 -0.4817 -2.3707 -0.1 0.0 0.0
N -2.9826 3.7844 -1.7707 0.0 0.0 0.0
C 2.0466 -0.2235 2.2147 0.0 0.0 0.1
N -2.5143 2.6239 -2.4652 -0.2 0.0 0.1
O -1.3583 3.4057 -0.1927 -0.1 0.9 0.1
C 3.2437 -0.7112 2.7294 0.0 0.0 0.0
C 2.8347 -0.3532 0.0711 0.0 0.0 -0.1
H 3.4215 -0.8625 3.7837 0.0 0.0 0.0
H 4.4531 -0.8845 -2.0994 0.0 0.0 0.0
C -1.2436 0.9196 3.2928 0.0 0.0 0.1
N -0.2081 0.5844 2.5359 0.0 0.0 0.1
C 3.1623 -0.2862 -3.6996 0.0 0.0 0.0
N 1.8464 -0.0426 0.9101 0.1 -0.1 0.0
C 1.9146 0.2214 -4.0226 0.0 0.0 0.0
H 1.6141 0.3866 -5.0482 0.0 0.0 0.0
C 0.9925 -0.0054 4.5037 0.0 0.0 -0.1
H 0.0492 0.9021 -3.1786 0.0 0.0 0.0
F -6.3632 -1.7042 -1.4437 0.0 0.0 0.0
C 4.0625 -0.8406 0.5100 0.0 0.0 0.1
C -2.8041 -0.7703 -1.3725 0.1 0.2 0.1
H -2.8854 2.6971 -3.4045 0.1 0.0 -0.1
H 4.8783 -1.0906 -0.1520 0.0 0.0 0.0
F -0.9552 -2.1308 -2.0004 0.0 0.0 0.0
F -2.5610 -4.2281 -2.6060 0.0 0.0 0.0
H -3.9911 3.8095 -1.6806 0.0 0.0 0.0
F -4.7904 0.4157 -0.8130 0.0 0.1 0.0
H -0.0405 0.2350 6.3623 0.0 0.0 0.0
C -4.4564 -2.9593 -2.0192 0.0 -0.1 0.0
C -3.0823 -3.0625 -2.1559 0.0 0.1 0.0
F -5.2523 -4.0075 -2.3342 0.0 0.0 0.0
O -3.0980 4.7623 0.2676 -0.1 0.1 -0.1
C -1.2442 0.8126 4.6750 0.0 0.0 0.0
K -0.7643 1.1572 -0.1195 0.3 -0.9 -0.1
H 3.8768 -0.5333 -4.4758 0.0 0.0 0.0
C 2.5518 -0.1566 -1.3898 0.1 -0.1 0.1
C -0.0955 0.3369 5.2853 0.0 0.0 0.0
H -2.9154 1.7752 -2.0629 0.0 0.0 0.0
C -5.0151 -1.7793 -1.5632 0.1 0.0 0.0
C -2.3042 -1.9604 -1.8286 -0.2 -0.1 -0.1
C 5.6355 -1.5536 2.3996 0.1 0.0 0.1
C -2.4262 4.0061 -0.4528 -0.1 -0.1 0.0
C 1.0434 0.5118 -2.9828 0.0 0.0 -0.1
C 4.2807 -1.0229 1.8666 0.0 0.0 -0.1
C -4.1659 -0.7258 -1.2533 -0.1 -0.3 -0.1
C 0.9024 0.1310 3.1168 0.1 0.0 0.0
O 5.7036 -1.6715 3.6388 -0.1 0.0 0.0
O 6.4928 -1.7913 1.5274 0.0 0.0 -0.1
H -2.1136 1.3023 2.7690 0.0 0.0 0.0
```
Positions in Å, forces in eV/Å.

E   -2558.39908 hartree
Highest occupied orbital energy   -3.353 eV
Total charge   -2
Gap between HOMO and LUMO   7.46 eV



(5)
This record from the Open Molecules 2025 dataset describes C23H13N4O6Ti as an isolated structure. The level of theory is ωB97M-V/def2-TZVPD.

```
47
Properties=species:S:1:pos:R:3:forces:R:3
C -0.0926 3.8959 -2.3723 -0.1 0.0 -0.1
O 3.0521 2.5320 1.3064 -0.1 -0.2 0.0
N 0.9750 -1.0294 -1.6016 0.0 0.1 0.2
C 2.1165 2.0599 0.7241 0.5 0.7 0.1
O 1.5977 0.8587 0.9517 -0.2 -0.5 0.1
C -3.7721 0.9585 2.9230 0.0 0.0 0.0
Ti 0.1075 0.2255 -0.0374 0.0 0.2 -0.1
C 2.1830 -0.8039 -2.1377 -0.1 0.2 0.1
H -4.4054 -2.3191 0.4441 0.0 0.0 0.0
O -3.8355 -5.1597 -2.1653 -0.3 -0.1 0.0
O 2.2709 6.5690 -1.8066 -0.2 0.2 0.0
C -3.4351 -2.2821 -0.0361 -0.1 0.0 0.2
C -3.7174 -0.1182 2.0562 -0.1 -0.1 -0.1
C -1.6740 1.6792 2.0823 0.2 0.0 -0.2
C 0.7980 -3.0261 -2.8805 -0.1 -0.1 -0.1
H 2.6964 0.0887 -1.8055 0.0 0.0 0.0
H 3.7196 -1.4314 -3.4783 0.0 0.0 0.0
C 2.0420 -2.7849 -3.4356 0.0 0.0 0.0
C 0.2779 -2.1221 -1.9702 0.4 -0.1 -0.1
N -1.6188 0.6408 1.2360 0.2 0.0 0.0
C -2.7358 1.8789 2.9335 -0.1 0.0 0.1
C -2.6298 -0.2494 1.2098 0.0 0.2 0.4
C 1.2916 6.0636 -2.3671 0.1 -0.6 -0.1
O 0.5386 6.3999 -3.2914 0.1 0.2 0.2
H -0.6710 4.3509 -3.1663 0.0 0.0 0.0
H -4.6160 1.0792 3.5901 0.0 0.0 0.0
C -1.9569 -3.2342 -1.6527 0.1 -0.1 -0.1
O -5.2543 -4.2469 -0.6134 -0.1 -0.2 -0.2
H -4.5106 -0.8515 2.0315 0.0 0.0 0.0
C -2.4694 -1.3445 0.2469 0.0 -0.1 -0.2
C 0.9640 4.6186 -1.8281 0.0 0.4 0.0
C -1.0313 -2.2709 -1.3256 -0.2 0.1 0.1
H -0.8349 2.3618 2.0597 0.0 0.0 0.0
C 1.7209 4.0535 -0.8054 0.0 -0.2 0.1
C -4.2366 -4.3667 -1.3055 0.4 0.3 0.2
H 0.2306 -3.9050 -3.1508 0.0 0.0 0.0
C 1.3947 2.7932 -0.3670 -0.2 0.1 -0.3
H -2.7466 2.7311 3.5973 0.0 0.0 0.0
N 0.3628 2.0921 -0.9008 0.0 -0.1 0.1
N -1.2808 -1.3401 -0.3853 -0.3 -0.2 -0.1
H -1.1777 2.0330 -2.2742 -0.1 0.0 -0.1
H 2.5441 4.6082 -0.3751 0.0 0.0 0.0
H 2.4630 -3.4785 -4.1520 0.0 0.0 0.0
C 2.7463 -1.6503 -3.0640 0.1 -0.1 -0.1
C -3.1705 -3.2518 -0.9874 -0.3 -0.3 -0.1
C -0.3691 2.6416 -1.8914 0.1 -0.2 0.2
H -1.8001 -3.9969 -2.4056 0.0 0.0 0.0
```
Positions in Å, forces in eV/Å.

Spin multiplicity   2
E   -2404.32627 hartree
Highest occupied orbital energy (spin up / spin down)   -8.319 / -8.321 eV
Total charge   0
Gap between HOMO and LUMO (spin up / spin down)   5.62 / 5.60 eV



(6)
This record from the Open Molecules 2025 dataset describes C23H14BrMnN3O7 as an isolated structure. The level of theory is ωB97M-V/def2-TZVPD.

```
49
Properties=species:S:1:pos:R:3:forces:R:3
H 4.4206 0.4870 -1.0346 0.0 0.0 0.0
C -0.3317 0.0098 -2.5755 0.0 0.1 -0.1
N 0.4153 0.1170 -1.5279 -0.2 0.3 0.0
C 2.4718 1.3710 -0.9354 0.0 0.0 0.0
H 0.7715 -5.0743 -1.0623 0.0 0.0 0.0
H 2.9526 -4.8223 0.1447 0.0 0.0 0.0
C 0.0676 -3.1693 -0.3924 0.2 -0.1 0.1
Br -1.5820 -3.4081 -1.2692 -0.1 0.0 -0.1
C -3.3612 2.2888 2.4924 0.1 0.0 0.1
C -3.9328 -0.4423 -2.5727 0.0 0.0 0.0
C 1.7252 2.4379 -0.4537 -0.1 0.0 0.0
C 4.4618 2.3550 0.0186 0.0 0.0 0.0
C 1.0028 -4.1944 -0.4802 -0.1 0.0 0.0
Mn -0.7703 -0.1268 0.3106 0.5 -0.8 -0.3
C 2.1990 -4.0444 0.1959 0.1 -0.1 0.0
C -2.7858 -0.2790 -3.3532 0.0 0.0 0.0
C 1.8377 0.2625 -1.7450 0.0 0.0 0.1
C 2.4120 -2.9021 0.9478 -0.1 0.0 -0.1
O 0.7150 0.2070 1.6605 0.0 0.1 -0.1
C 2.3430 3.4522 0.2636 0.0 0.0 0.0
C 1.4237 -1.9319 0.9691 0.1 0.1 0.0
O -2.0065 -0.9070 1.6491 -0.2 0.1 0.4
C -2.6798 0.0432 2.1758 -0.1 0.0 0.0
O -4.1271 -1.0041 3.8125 0.0 0.0 0.0
C 1.6271 -0.6495 1.7961 -0.1 -0.2 -0.1
N -2.1874 -0.2775 -1.1553 0.0 0.1 0.1
H 4.1805 4.2020 1.0789 0.0 0.0 0.0
O 2.6348 -0.6161 2.5027 0.1 0.1 0.0
H -4.1029 -0.5434 -0.3334 0.0 0.0 0.0
H 3.3067 -2.7185 1.5244 0.0 0.0 0.0
C -4.1458 1.4021 3.4305 -0.1 -0.1 -0.2
H 2.0369 0.4536 -2.8099 0.0 0.0 0.0
H 2.3456 -0.6802 -1.4990 0.0 0.0 0.1
C 3.8409 1.3374 -0.6876 0.0 0.0 0.0
H 0.1031 0.0777 -3.5791 0.0 0.0 0.0
H -4.9505 -0.5504 -2.9189 0.0 0.0 0.0
C -3.7015 -0.0235 3.2119 0.1 0.1 0.1
C 3.7091 3.4185 0.4974 0.0 0.0 0.0
H 1.7389 4.2541 0.6689 0.0 0.0 0.0
N 0.2731 -2.0534 0.2850 0.0 0.4 -0.1
C -3.5095 -0.4299 -1.2292 0.0 0.0 0.0
O -5.0110 1.7684 4.2046 0.0 0.0 0.1
O -3.4540 3.5060 2.4113 0.0 0.0 0.0
H 0.6508 2.4516 -0.5909 0.0 0.0 0.0
O -1.6308 1.6673 0.8492 0.0 0.1 -0.1
C -2.4777 1.3874 1.7499 0.0 0.0 -0.1
H 5.5249 2.3017 0.2225 0.0 0.0 0.0
C -1.7273 -0.1792 -2.4377 0.0 0.1 0.0
H -2.7162 -0.2315 -4.4307 0.0 0.0 0.0
```
Positions in Å, forces in eV/Å.

Spin multiplicity   2
E   -5300.96193 hartree
Highest occupied orbital energy (spin up / spin down)   -0.932 / -0.882 eV
Total charge   -2
Gap between HOMO and LUMO (spin up / spin down)   5.12 / 5.07 eV